1.
Here is C17H22BrMoS3 as an isolated structure from OMol25. Energies are from the ωB97M-V functional and the def2-TZVPD basis.

Summary:
Relative energy (zero: lowest compared OMol25 entry of this formula, charge and spin) (kcal per mole): 0.19
Charge: +1
LUMO (spin up / spin down) (eV): -4.621 / -4.625
HOMO energy (spin up / spin down) (Eh): -0.4183 / -0.4183
Orbital gap (spin up / spin down) (eV): 6.76 / 6.76

CARTESIAN COORDINATES (ANGSTROEM)
H 0.5383 2.8716 -0.4545
H 2.8907 0.6705 1.3468
C 3.2939 -3.8336 0.8778
H 1.3482 -4.1903 1.6998
C 4.0765 -3.0174 0.0453
H -1.7134 -1.4139 -3.1029
H 5.1259 -3.2403 -0.0923
C 1.9594 -3.5644 1.0622
H -2.0263 4.2865 0.3530
C -2.8126 1.2560 -2.8746
H -2.1335 0.0357 3.9264
H 2.7467 1.9750 0.1528
C -2.1293 3.3527 -0.2045
H -3.1424 2.0274 -2.1890
C -1.0495 -0.6728 -3.5446
H -2.6286 -0.9940 2.5732
H 4.1210 -1.3076 -1.2445
S -0.3122 -2.1313 0.5442
H -0.0288 -1.0371 -3.5782
H -2.9778 1.4193 1.5339
S -1.0903 0.8278 -2.5328
H 2.6718 2.3410 1.8811
H 0.8924 -0.1742 2.5210
C 1.3811 -2.4615 0.4128
C 0.2836 0.5191 1.9564
H 3.7443 -4.6803 1.3777
C 3.5214 -1.9371 -0.5996
H -2.8441 1.6320 -3.8957
C -1.3246 2.2976 0.4912
C 0.0821 2.2261 0.2848
H -3.1867 3.0960 -0.2304
C 2.3945 1.6116 1.1155
Mo -0.6395 0.0373 -0.1343
S 1.3941 -0.3343 -1.2390
C -1.1344 0.4555 2.0934
Br -3.0151 -0.9342 -0.3640
C 0.9084 1.4660 1.1392
H -3.4392 0.3774 -2.7588
H -1.7684 3.5404 -1.2151
C 2.1601 -1.6527 -0.4167
C -1.9034 1.4222 1.4097
C -1.7775 -0.5037 3.0469
H -1.3854 -0.3985 -4.5428
H -1.0716 -1.2658 3.3694

Atoms 1-2, force components in eV/Å:
0.011 -0.006 -0.003
0.004 0.000 0.000

Atom charges from the Mulliken analysis, given in e for atoms 1 to 4:
1 H 0.393
2 H 0.371
3 C -0.551
4 H 0.473

---

2.
Here is C17H22Cl2I2N2O2SiW as an isolated structure from OMol25. Energies are from the ωB97M-V functional and the def2-TZVPD basis.

Summary:
Relative energy (zero: lowest compared OMol25 entry of this formula, charge and spin) (kcal per mole): 387.97
Charge: +2
LUMO (spin up / spin down) (eV): -8.360 / -9.013
HOMO energy (spin up / spin down) (Eh): -0.5226 / -0.5222
Spin multiplicity: 3
Orbital gap (spin up / spin down) (eV): 5.86 / 5.20

CARTESIAN COORDINATES (ANGSTROEM)
C -1.0202 2.2164 -1.9756
C 2.1356 -0.0116 1.4626
H -4.3593 -1.2477 -0.4249
H -4.9297 -2.6925 0.4050
H 0.0312 4.0534 -2.1817
H -2.9273 -4.4852 1.8873
Si -2.6158 -2.2103 1.0323
H -1.7946 -0.9410 -2.1084
H 3.3542 -0.0770 -1.7432
C -0.0932 3.2873 -1.4177
C -1.8599 0.1186 -2.2970
W 0.3818 -1.0905 -0.2987
C -2.0616 -3.8764 1.6176
C -2.9711 1.9246 -3.3563
H -1.5189 -4.4139 0.8374
H -0.5736 3.7649 -0.5630
C 4.4478 0.9103 -0.1328
C 5.0355 0.9403 2.3658
Cl 2.9396 0.1459 -0.4957
N 1.2614 2.8756 -1.0198
C 2.5344 -1.3643 0.1843
C 2.0760 2.1377 -1.6813
H 3.3162 -2.1067 0.3111
H -3.5224 -0.2102 2.1880
C 2.7450 -0.0822 2.7118
H -1.7928 -0.4011 2.5025
H 0.5941 -2.5295 0.5139
C 4.0565 0.3047 3.0803
O -1.3294 -1.6165 0.0171
H -1.4204 -3.8085 2.4979
N -0.9436 0.9015 -1.6911
Cl 1.0669 -1.6546 -2.4602
C -2.7363 -0.9400 2.3846
H -3.8726 -2.8594 -0.9913
H 5.9657 1.8854 0.6713
H -3.7497 2.3329 -3.9862
H -3.5557 -0.1426 -3.5602
H 1.7479 1.8143 -2.6774
H 1.5474 3.2000 -0.1024
H -2.9597 -1.4200 3.3394
C -2.0244 2.7461 -2.7781
I 6.6952 1.5874 3.4207
I 1.4944 -0.5273 4.3045
C 5.1033 1.2816 0.9565
H -2.0475 3.8128 -2.9581
H 4.2616 0.1831 4.1357
C -2.8702 0.5677 -3.1205
C -4.0712 -2.2512 -0.1066
O 0.8294 -0.0323 1.3006

Atoms 1-2, force components in eV/Å:
-0.060 0.014 0.042
0.578 -3.430 0.601

Atom charges from the Mulliken analysis, given in e for atoms 1 to 4:
1 C 0.564
2 C 0.563
3 H 0.301
4 H 0.382

---

3.
Here is C17H22Cl2I2N2O2SiW as an isolated structure from OMol25. Energies are from the ωB97M-V functional and the def2-TZVPD basis.

Summary:
Relative energy (zero: lowest compared OMol25 entry of this formula, charge and spin) (kcal per mole): 15.46
Charge: +2
LUMO (spin up / spin down) (eV): -6.686 / -7.215
HOMO energy (spin up / spin down) (Eh): -0.4962 / -0.4963
Spin multiplicity: 3
Orbital gap (spin up / spin down) (eV): 6.81 / 6.29

CARTESIAN COORDINATES (ANGSTROEM)
H -1.6222 -1.6573 -3.6495
C 2.2718 1.2094 1.7941
Si -0.8238 0.6896 -3.3850
C 3.6333 1.4609 1.7693
H 1.7013 -0.8157 0.3921
N -1.2633 -1.6073 -0.0483
W -0.6049 0.4522 0.1380
O -0.7908 0.7293 -1.6138
C 1.3910 2.1105 1.1955
I 6.1352 3.0370 1.1617
H 4.3247 0.7695 2.2339
H -0.4125 -1.2248 -4.8489
I 0.5863 4.2398 -0.7898
H -0.3810 -4.6707 0.9834
H -2.5086 2.4804 -3.4375
C 1.6788 -0.0768 2.2820
H 0.2314 -2.1380 2.4950
H -2.3948 -5.2648 -0.3515
H 1.5525 1.3628 -3.4194
N 0.9803 -0.7509 1.1136
C -2.8009 -3.2220 -0.8888
C 3.2302 3.4484 0.4623
C 0.5578 -2.1349 1.4519
H 0.0962 -1.6036 -3.2133
H 0.5060 2.7304 -3.8163
H 3.6098 4.3000 -0.0853
H -2.1873 2.4632 2.5982
H 0.9244 0.0710 3.0557
C -0.6875 -1.1145 -3.7975
H -2.6341 1.4457 -4.8553
H 2.4495 -0.7499 2.6581
C -2.4638 1.4437 -3.7763
C 0.6425 1.6574 -3.9462
H -3.2897 0.8941 -3.3197
H -3.8358 1.7094 2.7045
C -2.0805 -4.2334 -0.2641
Cl -2.1384 0.1149 2.3057
H -3.6876 -3.4347 -1.4682
C 1.8635 3.1841 0.4618
C 4.1068 2.6111 1.1426
H -2.8824 -1.1025 -1.2373
C -0.9577 -3.9075 0.4786
H 0.8062 1.4665 -5.0098
C -2.3622 -1.9246 -0.7632
O 0.0516 1.8120 1.2993
C -2.8922 1.7581 2.1740
H 1.4023 -2.8207 1.3771
C -0.5804 -2.5815 0.5777
Cl -3.1656 2.1363 0.4777

Atoms 1-2, force components in eV/Å:
-0.003 0.006 0.011
0.031 0.003 -0.089

Atom charges from the Mulliken analysis, given in e for atoms 1 to 4:
1 H 0.281
2 C 0.757
3 Si 0.243
4 C -0.755

---

4.
Here is C17H22ClDyI2OP2 as an isolated structure from OMol25. Energies are from the ωB97M-V functional and the def2-TZVPD basis.

Summary:
Charge: +2
LUMO (spin up / spin down) (eV): -10.157 / -10.162
HOMO energy (spin up / spin down) (Eh): -0.5336 / -0.5336
Spin multiplicity: 6
Orbital gap (spin up / spin down) (eV): 4.36 / 4.36

CARTESIAN COORDINATES (ANGSTROEM)
O 3.4378 0.4111 -1.2813
H 1.0932 3.8899 2.2395
C 2.5517 2.5545 0.5246
C -2.3213 2.9019 -1.1389
C -0.4649 1.0344 4.3453
C -1.9215 -4.1240 -2.4990
H 2.2777 3.4877 1.0303
H -0.4028 2.4550 6.0050
H -3.3941 2.8389 -0.9464
I 2.5099 -3.0297 -0.5089
H -0.0843 4.3858 -3.2356
C 0.7294 3.0484 2.8370
H -1.0109 0.2812 4.9121
H 3.3632 2.0844 1.0943
H 0.8291 4.1735 4.6454
C 0.6330 -5.1137 -2.2784
P -0.4404 -3.8662 -1.4304
C 2.3538 0.0164 -1.1880
H -1.7603 -4.4416 0.5397
H 1.5109 3.0802 -1.8588
C -0.4624 3.7670 -2.4246
Dy 0.0312 -0.8373 -0.9774
H -1.8195 1.4922 0.4368
H 1.0066 -4.6923 -3.2193
C -1.8415 3.7010 -2.1832
H 0.0598 -6.0342 -2.4767
C 0.5246 1.7781 2.2651
H -0.2883 -0.2179 2.5759
P 1.1374 1.4323 0.5763
C -0.9858 -4.9547 -0.0443
C -1.4363 2.1790 -0.3304
H -2.0960 -5.2061 -2.6106
H -2.8017 -3.6553 -2.0403
Cl -2.0117 -1.3024 0.3341
H -2.5402 4.2878 -2.7972
H 1.5043 -5.3575 -1.6580
C -0.0511 2.3246 -0.5403
C -0.1470 2.2557 4.9574
H -1.7245 -3.6861 -3.4864
H -0.1317 -5.1946 0.5981
C -0.0862 0.7616 3.0240
H 2.8851 2.7696 -0.4991
C 0.5048 3.2364 4.2017
H -1.4031 -5.8873 -0.4543
I 2.2429 -2.0882 -3.4032
C 0.4413 3.0605 -1.6318

Atoms 1-2, force components in eV/Å:
-3.243 -1.180 0.389
-0.133 -0.369 0.470

Atom charges from the Mulliken analysis, given in e for atoms 1 to 4:
1 O -0.190
2 H 0.370
3 C -1.437
4 C -0.805

---

| no. | E_tot (eV) |
| --- | --- |
| 1 | -122387.33579 |
| 2 | -75982.86435 |
| 3 | -75999.01817 |
| 4 | -91403.91539 |